The following is a DFT calculation (ωB97M-V/def2-TZVPD) of a 2-piece molecular cluster, C2H5N3 overall in a non-equilibrium geometry.

Properties
LUMO level (alpha / beta)   0.465 / -1.954 eV
M   71.1 g/mol
Charge   0
Frontier orbital gap (alpha / beta)   0.2848 / 0.2889 Eh
HOMO energy (alpha / beta)   -0.2677 / -0.3607 Eh
Largest force on an atom   3.11 eV/A
Energy above the lowest of the compared OMol25 structures with the same formula, charge and spin   23.2 kcal per mole
Multiplicity   3

Atoms and positions in Å:
C (1.44, 0.15, 0.49)
C (-1.12, 1.12, 0.30)
N (2.14, 0.91, 1.05)
N (0.12, -1.46, -0.72)
N (0.42, -0.55, 0.20)
H (-0.91, 1.40, -0.75)
H (-1.99, 0.53, 0.45)
H (-0.43, 1.63, 1.02)
H (-0.10, -2.34, -0.37)
H (0.44, -1.41, -1.65)

Atomic partial charges in e from the natural (NBO) method, atoms 1 to 8: 0.345, -0.556, -0.331, -0.513, -0.221, 0.156, 0.177, 0.192

=====

The following is a DFT calculation (ωB97M-V/def2-TZVPD) of one molecule with the formula C5H8O2.

Properties
LUMO level   0.817 eV
M   100.1 g/mol
Charge   0
Frontier orbital gap   0.3808 Eh
SMILES   O=C1CC[C@@H]1CO
HOMO energy   -0.3508 Eh
Largest force on an atom   0.58 eV/A
Energy above the lowest of the compared OMol25 structures with the same formula, charge and spin   28.0 kcal per mole

Atoms and positions in Å:
O (-1.40, -2.18, 0.11)
C (-1.13, -1.01, 0.09)
C (-1.88, 0.25, -0.34)
C (-0.57, 1.04, -0.11)
C (0.12, -0.21, 0.49)
C (1.50, -0.54, -0.03)
O (2.35, 0.46, 0.51)
H (-2.25, 0.20, -1.36)
H (-2.71, 0.51, 0.32)
H (-0.63, 1.90, 0.56)
H (-0.10, 1.36, -1.05)
H (0.18, -0.16, 1.58)
H (1.81, -1.55, 0.28)
H (1.51, -0.51, -1.13)
H (3.20, 0.43, 0.07)

Atomic partial charges in e from the natural (NBO) method, atoms 1 to 8: -0.513, 0.622, -0.531, -0.392, -0.356, -0.050, -0.722, 0.234

=====

The following is a DFT calculation (ωB97M-V/def2-TZVPD) of H29O14 as an isolated structure in a non-equilibrium geometry.

Properties
LUMO level   -2.621 eV
M   253.2 g/mol
Charge   +1
Frontier orbital gap   0.4182 Eh
HOMO energy   -0.5145 Eh
Largest force on an atom   2.16 eV/A
Energy above the lowest of the compared OMol25 structures with the same formula, charge and spin   72.4 kcal per mole

Atoms and positions in Å:
O (1.15, 1.65, 4.61)
H (0.53, 2.13, -2.25)
O (-1.37, -0.08, 4.30)
H (-1.43, -0.72, 5.01)
H (-0.07, 1.97, 0.09)
O (0.07, 0.90, -4.85)
H (-0.23, -4.00, 1.17)
H (0.56, 0.32, -5.44)
O (1.48, -1.71, 1.69)
H (2.31, -1.30, 1.96)
H (1.68, -2.65, 1.69)
O (-4.30, -0.09, -1.84)
H (-4.68, -0.95, -1.71)
H (-4.90, 0.56, -2.20)
O (3.12, 0.44, 1.73)
H (1.08, 1.34, 0.70)
H (3.94, 0.32, 1.22)
O (3.18, 1.47, -2.02)
H (3.99, 1.84, -2.39)
H (3.25, 0.58, -2.42)
O (-1.27, -0.37, 0.66)
H (-0.67, -0.89, 1.23)
H (-1.93, -0.03, 1.30)
O (-3.02, 1.36, 0.17)
H (-3.23, 2.27, -0.08)
H (1.05, 0.81, 4.14)
O (0.19, 2.54, -1.43)
H (2.71, -2.17, -2.76)
H (-0.86, 0.84, -5.04)
O (-1.00, -3.65, 1.63)
H (3.51, 1.08, 2.34)
H (-3.14, -1.91, -1.09)
O (-2.33, -2.16, -1.52)
H (-3.36, 0.88, -0.62)
H (-2.07, -3.04, -1.22)
O (3.12, -1.48, -3.29)
H (-1.16, 0.76, 4.68)
H (2.85, -1.50, -4.20)
O (0.18, 1.58, 0.99)
H (0.63, 3.40, -1.43)
H (-0.50, 0.64, 0.94)
H (2.06, 1.82, 4.35)
H (-1.12, -2.79, 1.20)

Atomic partial charges in e from the natural (NBO) method, atoms 1 to 8: -0.928, 0.525, -0.970, 0.485, 0.544, -0.957, 0.462, 0.476

=====

The following is a DFT calculation (ωB97M-V/def2-TZVPD) of a 15-piece molecular cluster, C60H154BN14O22 overall in a non-equilibrium geometry.

Properties
LUMO level   1.926 eV
M   1434.8 g/mol
Charge   -1
Frontier orbital gap   0.2620 Eh
HOMO energy   -0.1913 Eh
Largest force on an atom   1.98 eV/A
Energy above the lowest of the compared OMol25 structures with the same formula, charge and spin   0.0 kcal per mole

Atoms and positions in Å:
O (20.72, -30.58, -31.68)
C (19.80, -30.56, -30.90)
O (19.88, -30.14, -29.65)
B (18.51, -30.03, -29.10)
O (17.62, -30.63, -30.11)
C (18.30, -30.88, -31.21)
O (17.83, -31.20, -32.26)
O (18.19, -28.60, -28.83)
C (17.79, -28.41, -27.62)
O (17.46, -27.36, -27.13)
C (17.86, -29.79, -26.88)
O (18.32, -30.65, -27.77)
O (17.61, -29.99, -25.73)
C (21.28, -37.55, -27.57)
C (20.51, -36.70, -28.55)
C (21.30, -36.33, -29.82)
O (20.53, -35.43, -30.59)
C (20.68, -34.07, -30.14)
N (19.22, -37.27, -28.93)
H (20.74, -37.93, -26.71)
H (22.02, -36.94, -27.04)
H (21.92, -38.30, -28.03)
H (20.43, -35.72, -28.05)
H (21.51, -37.27, -30.35)
H (22.29, -35.95, -29.56)
H (20.29, -33.45, -30.95)
H (21.71, -33.78, -29.98)
H (20.10, -33.83, -29.25)
H (18.91, -36.83, -29.80)
H (19.56, -38.16, -29.30)
C (18.41, -26.82, -31.34)
C (19.29, -25.82, -30.60)
C (20.71, -25.76, -31.19)
O (21.45, -24.75, -30.53)
C (22.72, -24.56, -31.12)
N (18.59, -24.53, -30.64)
H (18.33, -26.50, -32.38)
H (17.46, -27.08, -30.88)
H (18.99, -27.75, -31.37)
H (19.38, -26.05, -29.53)
H (20.58, -25.39, -32.22)
H (21.16, -26.76, -31.14)
H (23.18, -23.79, -30.50)
H (22.61, -24.11, -32.12)
H (23.33, -25.47, -31.16)
H (18.29, -24.31, -31.59)
H (19.24, -23.76, -30.49)
C (20.13, -24.55, -27.15)
C (19.93, -23.31, -26.29)
C (19.32, -22.11, -26.96)
O (18.07, -22.38, -27.58)
C (17.70, -21.34, -28.48)
N (19.18, -23.63, -25.04)
H (20.64, -25.42, -26.73)
H (20.63, -24.29, -28.09)
H (19.20, -25.00, -27.50)
H (20.93, -22.98, -25.96)
H (20.03, -21.76, -27.73)
H (19.16, -21.23, -26.32)
H (16.62, -21.35, -28.60)
H (18.08, -21.56, -29.48)
H (17.97, -20.35, -28.12)
H (19.32, -22.95, -24.29)
H (19.72, -24.42, -24.71)
C (16.31, -28.15, -33.97)
C (15.30, -29.29, -34.08)
C (13.88, -28.85, -33.74)
O (13.74, -28.49, -32.38)
C (12.47, -27.98, -32.06)
N (15.30, -29.72, -35.49)
H (17.34, -28.54, -34.04)
H (16.28, -27.66, -33.00)
H (16.25, -27.39, -34.75)
H (15.53, -30.09, -33.36)
H (13.14, -29.60, -34.05)
H (13.72, -27.97, -34.36)
H (11.70, -28.74, -32.21)
H (12.23, -27.13, -32.71)
H (12.44, -27.56, -31.06)
H (14.98, -30.69, -35.48)
H (16.27, -29.86, -35.76)
C (19.00, -31.41, -23.26)
C (17.82, -32.35, -23.52)
C (18.09, -33.68, -22.83)
O (19.37, -34.19, -23.24)
C (19.51, -35.58, -23.04)
N (16.58, -31.74, -23.00)
H (19.97, -31.68, -23.69)
H (19.19, -31.30, -22.19)
H (18.83, -30.43, -23.70)
H (17.79, -32.51, -24.60)
H (17.40, -34.43, -23.23)
H (18.08, -33.67, -21.74)
H (20.57, -35.77, -23.22)
H (18.93, -36.20, -23.72)
H (19.38, -35.89, -22.00)
H (16.33, -31.06, -23.73)
H (15.93, -32.50, -23.21)
C (21.96, -28.10, -27.43)
C (23.18, -27.78, -28.27)
C (24.40, -27.42, -27.38)
O (24.09, -26.27, -26.62)
C (24.20, -25.02, -27.27)
N (23.56, -28.95, -29.07)
H (21.73, -27.37, -26.65)
H (22.15, -29.01, -26.84)
H (21.11, -28.30, -28.08)
H (22.96, -27.00, -28.99)
H (25.31, -27.27, -27.96)
H (24.55, -28.26, -26.69)
H (25.27, -24.80, -27.29)
H (23.69, -24.30, -26.64)
H (23.67, -24.99, -28.23)
H (22.72, -29.27, -29.53)
H (23.90, -29.70, -28.47)
C (13.17, -30.66, -29.53)
C (13.89, -29.48, -28.91)
C (14.40, -29.71, -27.49)
O (13.38, -30.19, -26.63)
C (13.90, -30.38, -25.32)
N (15.04, -29.06, -29.71)
H (12.54, -30.41, -30.39)
H (12.46, -31.10, -28.82)
H (13.77, -31.53, -29.82)
H (13.15, -28.67, -28.94)
H (14.91, -28.84, -27.08)
H (15.14, -30.50, -27.68)
H (13.08, -30.60, -24.63)
H (14.35, -29.45, -24.96)
H (14.64, -31.19, -25.31)
H (15.72, -29.80, -29.85)
H (14.66, -28.80, -30.61)
C (15.07, -25.56, -30.14)
C (15.11, -24.85, -28.76)
C (14.21, -25.58, -27.75)
O (13.92, -24.65, -26.72)
C (12.74, -25.01, -26.05)
N (16.49, -24.71, -28.31)
H (15.34, -26.62, -30.14)
H (15.77, -25.05, -30.80)
H (14.05, -25.53, -30.53)
H (14.68, -23.87, -29.00)
H (14.75, -26.45, -27.38)
H (13.33, -25.96, -28.28)
H (12.95, -25.60, -25.15)
H (12.02, -25.58, -26.63)
H (12.17, -24.14, -25.69)
H (17.10, -24.30, -29.01)
H (16.81, -25.67, -28.24)
C (15.89, -27.62, -23.46)
C (15.80, -26.23, -24.15)
C (15.17, -25.18, -23.24)
O (15.02, -23.94, -23.90)
C (14.04, -23.15, -23.25)
N (17.10, -25.76, -24.59)
H (14.91, -27.97, -23.13)
H (16.57, -27.56, -22.62)
H (16.32, -28.29, -24.21)
H (15.13, -26.35, -25.01)
H (15.71, -25.06, -22.29)
H (14.17, -25.51, -22.93)
H (13.80, -22.25, -23.81)
H (14.39, -22.77, -22.28)
H (13.12, -23.72, -23.07)
H (17.60, -26.43, -25.16)
H (17.65, -25.65, -23.74)
C (20.04, -35.64, -38.25)
C (20.61, -36.22, -36.95)
C (19.70, -35.98, -35.76)
O (19.59, -34.61, -35.41)
C (18.73, -34.35, -34.31)
N (20.90, -37.65, -37.12)
H (19.91, -34.57, -38.11)
H (19.09, -36.07, -38.57)
H (20.76, -35.77, -39.06)
H (21.54, -35.68, -36.74)
H (20.08, -36.56, -34.91)
H (18.69, -36.34, -35.98)
H (18.99, -33.38, -33.88)
H (18.91, -35.02, -33.47)
H (17.68, -34.44, -34.62)
H (21.35, -38.01, -36.29)
H (20.00, -38.10, -37.19)
C (19.49, -27.03, -21.00)
C (19.81, -25.75, -21.76)
C (20.67, -25.89, -23.06)
O (19.96, -26.35, -24.19)
C (19.94, -27.75, -24.37)
N (18.64, -24.91, -22.05)
H (18.66, -27.58, -21.46)
H (19.17, -26.71, -20.01)
H (20.37, -27.67, -20.89)
H (20.46, -25.17, -21.09)
H (21.60, -26.46, -22.90)
H (21.11, -24.91, -23.27)
H (20.93, -28.17, -24.58)
H (19.30, -27.92, -25.24)
H (19.41, -28.23, -23.55)
H (18.96, -23.95, -22.06)
H (18.08, -24.81, -21.20)
C (22.35, -33.05, -33.29)
C (22.92, -34.48, -33.26)
C (23.97, -34.69, -32.19)
O (25.05, -33.78, -32.35)
C (25.88, -33.71, -31.21)
N (21.82, -35.47, -33.18)
H (21.46, -32.93, -33.91)
H (23.10, -32.39, -33.72)
H (22.20, -32.71, -32.27)
H (23.31, -34.65, -34.27)
H (24.33, -35.72, -32.30)
H (23.54, -34.64, -31.19)
H (25.32, -33.34, -30.35)
H (26.68, -33.01, -31.45)
H (26.30, -34.68, -30.95)
H (21.31, -35.38, -32.30)
H (21.20, -35.14, -33.91)
C (16.91, -37.49, -25.64)
C (16.17, -36.77, -26.78)
C (16.72, -35.35, -27.02)
O (15.75, -34.62, -27.75)
C (15.92, -33.21, -27.75)
N (16.33, -37.60, -27.99)
H (16.69, -38.56, -25.65)
H (16.56, -37.16, -24.66)
H (17.99, -37.36, -25.63)
H (15.13, -36.70, -26.48)
H (17.68, -35.40, -27.55)
H (16.91, -34.92, -26.04)
H (15.14, -32.73, -28.33)
H (16.90, -32.96, -28.15)
H (15.85, -32.75, -26.76)
H (15.98, -37.05, -28.78)
H (17.33, -37.57, -28.18)
C (28.42, -30.76, -31.91)
C (27.68, -29.43, -31.83)
C (26.19, -29.53, -31.41)
O (25.49, -30.05, -32.51)
C (24.07, -29.86, -32.36)
N (28.42, -28.58, -30.90)
H (28.48, -31.21, -30.91)
H (29.46, -30.63, -32.21)
H (28.00, -31.49, -32.60)
H (27.65, -29.07, -32.86)
H (25.82, -28.54, -31.11)
H (26.10, -30.17, -30.52)
H (23.74, -28.91, -31.94)
H (23.64, -30.58, -31.65)
H (23.69, -30.07, -33.35)
H (29.40, -28.56, -31.17)
H (28.15, -27.62, -31.10)

Atomic partial charges in e from the Mulliken method, atoms 1 to 8: -0.738, 0.592, -0.695, 0.656, -0.631, 0.520, -0.741, 1.036